ORCA calculation (the ωB97M-V functional and the def2-TZVPD basis) on a molecular structure, C9H22BrHfO6S in a non-equilibrium geometry.

Cartesian coordinates (Å):
Hf (3.9685, 23.3218, 8.6781)
Br (2.2702, 21.1252, 7.8140)
O (0.7183, 17.9029, 9.7376)
S (-0.5188, 18.6365, 10.0906)
O (-1.6539, 17.9782, 10.7601)
O (-0.0681, 19.9570, 10.9744)
C (-1.1018, 20.8199, 11.3311)
C (-0.6627, 21.6508, 12.4824)
C (-1.1448, 19.4543, 8.5853)
H (-2.0616, 20.3646, 11.5753)
H (-1.3623, 21.4051, 10.4492)
H (-0.3790, 21.1360, 13.4004)
H (-1.4342, 22.3647, 12.7709)
H (0.2126, 22.2339, 12.1963)
H (-1.5328, 18.6768, 7.9273)
H (-0.2552, 19.9178, 8.1587)
H (-1.9133, 20.2011, 8.7845)
C (4.7753, 18.2045, 10.7274)
O (4.0388, 19.4330, 10.4775)
C (3.3742, 19.8608, 11.6370)
C (2.8139, 21.2900, 11.4207)
O (3.8255, 22.2332, 10.8567)
C (4.6779, 22.5596, 11.9366)
C (5.5745, 23.7435, 11.6303)
O (4.9201, 24.5223, 10.6639)
C (4.7880, 25.8971, 11.0740)
H (5.2095, 17.8256, 9.8022)
H (4.0377, 17.4796, 11.0718)
H (5.5918, 18.3621, 11.4321)
H (4.1299, 20.0940, 12.3871)
H (2.5944, 19.1844, 11.9870)
H (2.3369, 21.7122, 12.3052)
H (2.0044, 21.3696, 10.6952)
H (5.3987, 21.7595, 12.1050)
H (4.1219, 22.8186, 12.8376)
H (6.5799, 23.4702, 11.3098)
H (5.6404, 24.2792, 12.5772)
H (4.7497, 26.5304, 10.1877)
H (5.7434, 26.2019, 11.5012)
H (3.9863, 26.1418, 11.7707)

Cartesian forces (eV/Å) of the 2 atoms listed first:
Hf -2.0 -4.2 3.7
Br 2.7 3.6 1.2

The calculation puts the orbital gap at 2.22 eV. Its net charge is +3. Its spin multiplicity is 1. As for the LUMO energy: -16.1 eV.